Below is a cluster of 40 separate species, H80O40 in total in a non-equilibrium geometry, with properties calculated with the ωB97M-V functional and the def2-TZVPD basis.

Cartesian coordinates (Å):
H -2.855 1.128 -0.104
H -4.269 1.732 -0.738
O -3.620 0.963 -0.710
H 2.059 0.363 1.570
H 2.615 1.680 0.800
O 2.075 1.313 1.536
H 1.456 -0.306 -1.324
H 2.639 -0.733 -2.266
O 2.104 0.039 -1.920
H -2.420 1.889 -2.107
H -1.060 2.442 -1.753
O -1.953 2.645 -1.951
H 3.621 -0.888 2.344
H 2.839 -2.278 2.034
O 2.754 -1.370 2.342
H -6.251 -0.985 -2.620
O -5.836 -1.506 -3.308
H 5.166 1.024 2.715
O 4.881 0.851 3.627
H -1.238 -3.800 -5.055
H -2.467 -4.076 -4.231
O -2.210 -3.789 -5.129
H 0.620 -0.003 -4.519
H 1.277 -0.385 -3.170
O 0.829 -0.719 -3.934
H 2.264 -1.912 -4.789
H 2.301 -1.862 -6.295
O 2.859 -2.096 -5.552
H -0.427 -4.356 0.810
H 0.966 -3.921 0.106
O 0.621 -4.215 0.953
H -0.065 0.265 0.667
O -1.026 0.338 0.594
H -0.734 -1.857 2.368
H -1.853 -2.971 2.226
O -1.057 -2.671 2.688
H 0.651 -2.376 0.523
H 1.618 -1.228 0.972
O 1.337 -1.793 0.265
H 5.564 2.012 0.647
H 5.735 3.124 -0.491
O 5.243 2.453 -0.097
H -5.070 3.476 0.415
H -3.902 3.984 1.226
O -4.419 3.157 1.076
H -4.188 -0.615 -3.877
H -3.376 0.591 -3.347
O -3.612 -0.269 -3.106
H -1.103 3.471 1.968
H 0.212 3.199 1.730
O -0.561 3.415 1.231
H -4.461 -2.310 -0.230
O -4.223 -2.136 -1.127
H 3.997 -2.422 -3.671
H 4.458 -0.989 -3.597
O 4.076 -1.607 -3.084
H -4.423 -2.256 2.730
O -4.986 -2.427 1.922
H 0.799 2.429 -5.434
H 2.305 1.888 -4.960
O 1.357 1.950 -4.864
H 0.392 2.501 3.359
H 1.365 2.710 4.686
O 0.769 3.069 3.969
H 4.211 4.636 0.051
H 3.552 3.503 -0.744
O 3.418 4.096 0.005
H -1.179 -2.628 4.501
H -0.156 -3.114 5.637
O -0.744 -2.471 5.355
H 2.452 1.369 6.435
H 1.973 0.925 5.057
O 1.755 1.501 5.868
H -2.895 4.322 -2.598
H -2.507 4.594 -1.222
O -2.940 4.955 -1.985
H -1.252 -0.349 -2.548
H -0.956 0.108 -1.105
O -0.674 0.217 -2.043
H 2.202 0.668 3.050
H 1.731 -0.762 3.864
O 1.421 0.209 3.579
H -1.481 0.153 5.386
H -1.467 1.378 4.630
O -2.134 0.956 5.243
H -5.208 1.572 2.069
H -5.444 1.637 3.634
O -5.594 1.054 2.770
H -1.165 -1.949 -3.401
O -0.758 -2.619 -2.943
H -0.382 1.164 -4.825
H -1.700 1.061 -5.993
O -1.071 0.621 -5.456
H -4.339 -1.147 -1.220
H -5.216 -2.051 -2.849
H -5.556 -1.675 1.794
H 5.712 1.186 3.958
H -1.425 0.446 1.460
H 0.157 -2.574 -3.253
O 5.887 -1.508 -1.174
H 6.329 -2.347 -1.102
H 5.484 -1.654 -2.036
O 2.288 5.803 2.442
H 2.704 5.449 1.730
H 1.393 5.415 2.487
O -2.907 -1.328 1.032
H -3.126 -0.618 1.577
H -2.606 -0.793 0.208
O 3.272 -4.357 -1.409
H 2.929 -5.067 -1.876
H 2.774 -3.890 -0.828
O 3.971 2.267 -2.463
H 3.432 3.087 -2.646
H 4.360 2.230 -1.607
O 1.369 -0.977 5.759
H 1.096 -0.821 6.683
H 0.759 -1.640 5.340
O -4.052 -4.720 0.472
H -4.279 -3.801 0.864
H -3.573 -4.694 -0.352

Forces on atoms 1 to 6 (eV/Å):
H -1.241 0.872 -0.806
H 1.914 -1.343 0.621
O -0.822 0.541 0.414
H 0.274 -0.532 -0.876
H -0.420 -0.692 0.496
O 0.395 1.837 -1.165

Strongest force on any atom in eV Å⁻¹: 6.12
Total energy in eV: -83192.3060
Molecular weight in g/mol: 720.600
E_HOMO in eV: -10.47
Net charge: 0
Relative energy (zero: lowest compared OMol25 entry of this formula, charge and spin) in kcal per mole: 311.5



Below is the ion C6H11N4O2 with charge +1 in a non-equilibrium geometry, with properties calculated with the ωB97M-V functional and the def2-TZVPD basis.

Cartesian coordinates (Å):
C -1.490 -0.769 -0.188
C -0.845 1.496 -0.109
C -2.274 -1.866 -0.248
C 1.532 1.317 -0.818
C 2.730 0.884 0.091
C 1.937 -1.112 1.023
N -1.862 0.564 -0.126
N 0.244 0.727 -0.395
N -3.210 0.853 0.321
N -0.060 -0.691 -0.308
O -0.952 2.668 0.106
O 2.533 -0.540 0.061
H -2.010 -2.885 -0.325
H -3.361 -1.833 -0.168
H 1.327 2.377 -0.643
H 1.741 1.148 -1.814
H 3.698 1.215 -0.252
H 2.636 1.404 1.177
H 1.788 -0.797 1.981
H 1.738 -2.149 0.934
H -3.756 0.905 -0.504
H -3.237 1.712 0.751
H 0.315 -1.182 -1.205

Forces on atoms 1 to 6 (eV/Å):
C -0.470 -0.679 -0.579
C -1.192 -1.343 -0.149
C -0.369 1.376 0.359
C -0.558 0.596 3.269
C -2.210 2.880 1.773
C 0.189 -1.220 -3.313

Strongest force on any atom in eV Å⁻¹: 4.04
Total energy in eV: -16444.1701
Molecular weight in g/mol: 171.180
E_HOMO (alpha / beta) in eV: -11.71 / -11.71
Net charge: +1
Relative energy (zero: lowest compared OMol25 entry of this formula, charge and spin) in kcal per mole: 115.5



Below is a cluster of 2 separate species, C5H15N2 in total in a non-equilibrium geometry, with properties calculated with the ωB97M-V functional and the def2-TZVPD basis.

Cartesian coordinates (Å):
C -1.500 -1.403 0.501
C 0.866 0.376 1.203
C 0.765 1.180 -1.287
C -0.980 1.613 0.396
C -0.727 -0.597 -0.440
N 1.787 -1.809 -0.838
N 0.021 0.593 -0.006
H -2.602 -1.098 0.656
H -1.041 -1.537 1.461
H -1.605 -2.475 0.042
H 1.542 1.224 1.237
H 0.199 0.098 2.045
H 1.639 -0.488 1.070
H 1.532 0.488 -1.662
H 0.169 1.651 -2.024
H 1.356 2.088 -0.968
H -1.534 1.792 -0.492
H -1.539 1.253 1.239
H -0.528 2.580 0.524
H -0.622 -1.203 -1.333
H 2.011 -2.439 -1.556
H 1.843 -2.304 0.016

Forces on atoms 1 to 6 (eV/Å):
C -2.306 -1.893 -0.251
C 2.322 -2.393 -0.463
C 2.578 0.739 2.425
C 0.090 0.436 -0.838
C -0.281 -1.333 0.124
N -0.357 2.272 0.122

Strongest force on any atom in eV Å⁻¹: 3.62
Total energy in eV: -8396.7225
Molecular weight in g/mol: 103.189
E_HOMO (alpha / beta) in eV: -15.25 / -12.69
Net charge: +1
Relative energy (zero: lowest compared OMol25 entry of this formula, charge and spin) in kcal per mole: 137.3



Below is a structure of composition C3H6F3ORu in a non-equilibrium geometry, with properties calculated with the ωB97M-V functional and the def2-TZVPD basis.

Cartesian coordinates (Å):
H 0.553 1.390 1.061
C 0.676 0.539 0.373
F -1.209 0.771 1.027
F 1.457 1.281 -0.474
F 0.434 -0.514 -0.455
Ru -1.866 0.185 3.197
C 2.756 1.026 3.068
O 2.507 0.054 2.083
C 1.185 -0.447 2.072
H 3.754 1.441 2.884
H 1.991 1.822 3.088
H 2.718 0.553 4.065
H 1.006 -1.421 1.596
H 1.176 -0.954 3.060

Forces on atoms 1 to 6 (eV/Å):
H -1.145 -1.040 0.564
C 1.732 1.330 -4.698
F -1.211 -0.694 1.631
F -0.076 -1.082 0.990
F -0.704 1.816 3.291
Ru 0.247 0.462 -1.608

Multiplicity: 7
Strongest force on any atom in eV Å⁻¹: 5.18
Total energy in eV: -15970.7741
Molecular weight in g/mol: 216.144
E_HOMO (alpha / beta) in eV: -12.56 / -15.37
Net charge: +1



Below is a structure of composition C23H67Li4N9O14 in a non-equilibrium geometry, with properties calculated with the ωB97M-V functional and the def2-TZVPD basis.

Cartesian coordinates (Å):
Li 1.855 -3.699 -1.291
Li -1.194 -4.049 -0.151
Li -4.104 -3.671 0.940
Li 0.628 -3.267 1.868
O -2.683 -2.593 0.022
C -1.791 -1.506 0.131
C -0.375 -1.564 -0.466
O 0.376 -2.729 -0.133
H -1.586 -1.304 1.196
H -2.258 -0.575 -0.208
H 0.126 -0.686 -0.067
H -0.404 -1.504 -1.563
C -5.726 -0.266 -0.105
O -5.520 -0.553 1.085
N -6.910 0.359 -0.478
N -4.780 -0.437 -1.117
H -7.648 0.537 0.171
H -7.061 0.626 -1.429
H -4.963 -0.094 -2.037
H -4.060 -1.120 -0.976
C 3.468 0.544 1.521
O 4.272 0.194 0.654
N 2.129 0.166 1.498
N 3.844 1.317 2.626
H 1.809 -0.222 0.634
H 1.435 0.695 2.038
H 3.271 1.217 3.446
H 4.697 1.829 2.694
C -2.498 -0.999 -5.325
O -2.090 -0.133 -6.092
N -1.689 -1.801 -4.517
N -3.863 -1.305 -5.241
H -2.034 -2.426 -3.798
H -0.711 -1.637 -4.559
H -4.417 -0.748 -5.866
H -4.242 -1.962 -4.594
C 3.432 -2.617 3.185
O 2.590 -3.436 2.342
C 3.228 -4.513 1.696
C 4.255 -4.054 0.669
N 3.571 -3.114 -0.219
C 4.451 -2.689 -1.326
C 3.633 -1.802 -2.234
O 2.638 -2.615 -2.843
C 1.886 -1.961 -3.865
H 3.868 -3.292 3.933
H 2.847 -1.871 3.716
H 4.215 -2.094 2.628
H 2.436 -5.055 1.164
H 3.721 -5.193 2.402
H 4.576 -4.925 0.094
H 5.144 -3.712 1.215
H 3.258 -2.319 0.341
H 4.711 -3.553 -1.942
H 5.333 -2.187 -0.929
H 4.301 -1.313 -2.951
H 3.170 -1.001 -1.639
H 1.556 -2.700 -4.596
H 2.563 -1.293 -4.398
H 1.030 -1.459 -3.424
C -0.374 -1.112 6.159
O 0.737 -1.008 5.267
C 1.586 0.086 5.548
C 0.925 1.385 5.146
N 0.526 1.354 3.743
C 0.210 2.759 3.354
C -0.547 2.897 2.063
O -1.904 2.641 2.383
C -2.811 2.962 1.353
H -1.094 -0.295 6.053
H 0.042 -1.102 7.171
H -0.934 -2.022 5.966
H 2.513 -0.042 4.993
H 1.794 0.135 6.623
H 1.476 2.302 5.355
H 0.006 1.521 5.733
H -0.383 0.897 3.669
H 1.185 3.230 3.182
H -0.316 3.263 4.168
H -0.215 2.234 1.247
H -0.391 3.917 1.692
H -2.600 2.373 0.458
H -2.761 4.026 1.112
H -3.817 2.676 1.662
C -3.711 3.120 -3.126
O -2.355 2.918 -2.769
C -1.909 1.686 -3.219
C -0.406 1.526 -2.964
N 0.305 2.673 -3.509
C 1.598 2.876 -2.845
C 2.154 4.216 -3.223
O 1.334 5.151 -2.553
C 1.940 6.401 -2.465
H -3.788 2.998 -4.208
H -3.969 4.133 -2.840
H -4.341 2.398 -2.598
H -2.088 1.545 -4.290
H -2.347 0.853 -2.632
H -0.025 0.610 -3.426
H -0.279 1.374 -1.870
H -0.302 3.467 -3.311
H 2.255 2.038 -3.099
H 1.492 2.920 -1.745
H 2.213 4.384 -4.304
H 3.186 4.341 -2.867
H 2.901 6.368 -1.933
H 1.315 7.015 -1.812
H 2.070 6.922 -3.415
O -0.020 -1.963 3.216
H 0.308 -1.437 3.998
H -0.724 -1.411 2.835
O -3.224 -3.559 -2.722
H -3.136 -3.034 -1.881
H -2.702 -4.357 -2.572
O -2.456 0.101 3.643
H -3.384 -0.077 3.853
H -2.480 0.857 3.018

Forces on atoms 1 to 6 (eV/Å):
Li 0.108 1.130 0.212
Li -0.008 1.425 -0.226
Li 0.365 1.383 -0.409
Li 0.734 1.341 0.263
O 0.379 -2.048 -0.412
C 0.357 0.737 1.318

Strongest force on any atom in eV Å⁻¹: 2.15
Total energy in eV: -67826.0257
Molecular weight in g/mol: 721.602
E_HOMO in eV: -12.17
Net charge: +2



Below is a cluster of 3 separate species, C4H10O2 in total in a non-equilibrium geometry, with properties calculated with the ωB97M-V functional and the def2-TZVPD basis.

Cartesian coordinates (Å):
C 0.873 -1.105 2.630
C 0.598 0.120 2.183
C 1.463 1.222 2.625
C 1.952 2.113 1.765
H 1.597 -1.160 3.438
H 0.669 -2.084 2.228
H 0.100 0.223 1.226
H 1.641 1.397 3.682
H 2.167 3.150 1.968
H 1.624 1.929 0.741
O -2.489 -2.561 -2.490
H -1.816 -2.830 -1.858
H -2.557 -1.618 -2.315
O -1.950 0.237 -4.989
H -1.665 1.145 -5.054
H -2.207 -0.175 -5.782

Forces on atoms 1 to 6 (eV/Å):
C 0.817 0.049 0.690
C 1.504 -1.385 -0.796
C -0.285 1.300 0.484
C -1.933 -0.070 -0.908
H -0.136 -0.039 0.245
H -0.838 0.165 -0.317

Strongest force on any atom in eV Å⁻¹: 2.54
Structure (SMILES): C=CC=C.O.O
Total energy in eV: -8402.8342
Molecular weight in g/mol: 90.122
E_HOMO in eV: -9.12
Net charge: 0
Relative energy (zero: lowest compared OMol25 entry of this formula, charge and spin) in kcal per mole: 62.6